# 1
The following is a quantum chemistry calculation of a molecular structure, C49H47BrLaN13O3S3, from the Open Molecules 2025 dataset.

The geometry in XYZ format:
```
117
C49H47BrLaN13O3S3, DFT wB97M-V/def2-TZVPD
La 0.07004 -0.52697 0.14504
N 1.77861 -2.64421 4.10444
C 0.43255 -2.35198 3.73938
S 0.02773 -0.61313 3.54011
N -0.33446 -3.41899 3.56227
N -1.73010 -3.27453 3.59104
C -2.38105 -3.77439 2.59940
C -2.03725 -4.34711 1.31508
C -2.86758 -5.44112 0.92572
C -2.77797 -6.00680 -0.30511
C -1.89678 -5.50498 -1.25490
C -1.07526 -4.42039 -0.94263
C -1.12496 -3.82767 0.31716
O -0.37316 -2.75071 0.57015
H 2.15784 -1.71864 4.41062
H 1.83726 -3.46416 4.68954
H -3.40344 -3.66310 2.78984
H -3.47531 -5.85892 1.70155
H -3.45597 -6.84111 -0.55487
H -1.95091 -5.85490 -2.25692
H -0.46811 -3.86646 -1.65358
C 0.99866 2.94112 -1.15723
N 0.09176 1.97438 -1.76435
C -1.13191 2.56962 -2.07880
C 0.62801 1.38134 -2.94368
C 2.02276 0.76021 -2.57530
C 3.16600 1.37576 -2.99530
C 4.36464 0.71560 -3.02969
C 4.52218 -0.51120 -2.33220
C 3.36665 -0.96896 -1.69184
C 2.05978 -0.41088 -1.72157
H 1.13785 3.70129 -1.88188
H 1.95885 2.43383 -0.88291
H 0.55713 3.44105 -0.29405
H -0.93488 3.48713 -2.57397
H -1.69323 2.72458 -1.11944
H -1.73016 1.90800 -2.71464
H 0.76276 2.16278 -3.74619
H -0.14315 0.61951 -3.32322
H 3.06196 2.29521 -3.50314
H 5.20381 1.16771 -3.58888
H 5.45708 -1.07492 -2.33403
H 3.59643 -1.90154 -1.14920
C 2.61018 -3.23198 0.80041
O 2.43979 -1.78264 1.04608
C 3.40395 -1.15862 1.75425
C 4.40960 -1.81052 2.37641
C 5.32578 -1.08863 3.20680
Br 6.60183 -2.16751 4.04553
C 5.19077 0.24931 3.44405
C 4.19145 0.92263 2.74709
C 3.24944 0.25229 1.94950
O 2.31836 0.80828 1.20747
C 3.93314 2.35893 2.93875
N 2.95640 2.97433 2.38729
C 2.95259 4.26716 2.90640
C 1.95133 5.19385 2.80992
C 2.20596 6.40288 3.42255
C 3.33970 6.59164 4.24119
C 4.28107 5.60929 4.44297
C 4.08192 4.47402 3.73638
N 4.69483 3.20814 3.74225
H 3.48519 -3.41351 0.14165
H 1.70058 -3.45923 0.26728
H 2.55606 -3.63308 1.81788
H 4.60616 -2.83755 2.25163
H 5.78399 0.82133 4.13954
H 2.02307 1.68039 1.56969
H 1.08368 4.90285 2.18850
H 1.48116 7.21312 3.31705
H 3.48493 7.54175 4.77018
H 5.15794 5.80591 5.03816
H 5.37101 2.88197 4.42427
S -1.37176 -1.32482 -2.43533
C -3.04110 -1.00036 -2.10905
N -3.76854 -0.34988 -2.97529
N -5.19243 -0.31087 -2.56034
C -5.67121 0.83509 -1.86923
C -4.80156 1.67254 -1.12669
C -5.22647 2.67780 -0.30765
C -6.62155 2.90369 -0.21273
C -7.53823 2.12871 -0.96951
C -7.03971 1.12893 -1.83229
N -3.71673 -1.31657 -0.89054
N -3.05014 -0.87181 0.07177
C -3.70601 -0.90097 1.31997
C -4.97628 -1.49821 1.48886
C -5.56934 -1.44852 2.73533
C -4.94656 -0.72895 3.75393
C -3.73207 -0.10373 3.61394
C -3.15674 -0.15181 2.32862
H -5.79851 -0.60999 -3.33678
H -3.73909 1.39259 -1.15640
H -4.53733 3.24311 0.29145
H -6.87299 3.71159 0.41613
H -8.57232 2.38799 -1.00559
H -7.72950 0.46562 -2.28277
H -5.53386 -1.97042 0.65575
H -6.56976 -1.95412 2.94378
H -5.44284 -0.73603 4.74268
H -3.17468 0.23507 4.46733
H -2.30718 0.47867 2.00216
C 1.12091 -2.82615 -5.64265
C 2.01414 -1.88421 -6.34725
N 2.33901 -1.86683 -7.60707
C 2.84881 -0.63263 -7.93109
C 2.78528 0.15764 -6.79471
N 2.27344 -0.62182 -5.80625
H 0.12351 -2.48893 -5.82775
H 1.37893 -2.83179 -4.58617
H 1.32478 -3.83810 -6.01939
H 3.25243 -0.35278 -8.89333
H 3.23070 1.15390 -6.54292
H 2.17870 -0.27426 -4.89388
S -1.17523 3.83812 2.97167
C -0.81469 2.54124 2.12127
N -0.62285 1.74414 1.27509
```

Summary:
Max |F| ... 0.0627 Eh/bohr
Spin multiplicity ... 1
Calculated total energy ... -180499.25146 eV
Net charge ... -2
Relative energy (zero: lowest compared OMol25 entry of this formula, charge and spin) ... 58.1 kcal/mol
Highest occupied orbital energy ... -2.54 eV

# 2
The following is a quantum chemistry calculation of a molecular structure, C49H47N13O4RbS3, from the Open Molecules 2025 dataset.

The geometry in XYZ format:
```
117
C49H47N13O4RbS3, DFT wB97M-V/def2-TZVPD
Rb -0.09774 0.12496 -0.54295
C -1.31771 2.84292 -4.38312
C -0.29889 3.16948 -3.32510
N -0.58520 3.66183 -2.19042
N -1.89356 3.75853 -1.85629
C -2.23735 4.28651 -0.62972
N -3.39680 3.76839 -0.16023
S -1.40825 5.50808 0.12777
C 1.13400 2.78649 -3.53742
C 1.45356 1.78170 -4.44685
C 2.76831 1.35279 -4.54710
C 3.72982 1.94395 -3.75128
C 3.31828 2.93413 -2.86908
N 2.06161 3.35238 -2.76182
H -1.71061 1.83341 -4.23861
H -0.87813 2.91231 -5.37845
H -2.15018 3.54710 -4.32508
H -2.53431 3.07428 -2.24417
H -3.68380 2.85913 -0.51263
H -3.58643 3.97396 0.80390
H 0.67508 1.29780 -5.02342
H 3.03169 0.54781 -5.22374
H 4.76468 1.63015 -3.79154
H 4.03187 3.40483 -2.19817
C -0.77066 3.25305 7.25372
C -0.89779 3.58866 5.90794
C -0.50672 2.71783 4.90253
C 0.02991 1.44207 5.21416
C 0.14876 1.11983 6.58760
C -0.23769 2.00266 7.57798
N 0.31592 0.43212 4.31599
N 0.49731 0.68887 3.02425
C 1.15625 1.80991 2.57041
C 2.26352 2.38746 3.24745
C 2.99823 3.37299 2.62220
C 2.64962 3.79070 1.33529
C 1.55452 3.17665 0.75330
N 0.82058 2.22615 1.33083
H -1.08866 3.93929 8.02877
H -1.31379 4.55278 5.63523
H -0.64691 2.99986 3.86915
H 0.55626 0.14538 6.83691
H -0.13303 1.71744 8.61999
H 2.52546 2.02070 4.23097
H 3.85316 3.81132 3.12988
H 3.20342 4.55678 0.80702
H 1.23572 3.48002 -0.24215
C -0.15275 -4.41127 0.16629
C -0.17751 -3.94811 -1.27150
O -1.22355 -3.57328 -1.80572
N 0.99884 -4.03116 -1.92522
C 1.17238 -3.40580 -3.23204
C 2.45462 -2.61165 -3.19324
C 3.61171 -3.09960 -3.77970
C 4.81335 -2.45120 -3.53782
C 4.81295 -1.33505 -2.72478
C 3.60065 -0.88378 -2.21938
N 2.43803 -1.49736 -2.45434
H 0.83767 -4.29065 0.60801
H -0.42452 -5.46847 0.20076
H -0.89311 -3.84301 0.72819
H 1.87084 -4.19783 -1.37561
H 0.31888 -2.75932 -3.42284
H 1.22702 -4.16369 -4.01605
H 3.57837 -3.99878 -4.38202
H 5.73476 -2.83042 -3.96128
H 5.73306 -0.82977 -2.45966
H 3.55897 -0.00227 -1.59166
C -5.91289 -3.31107 -6.01088
C -5.19885 -2.41674 -5.02627
C -4.14729 -2.90887 -4.25344
C -3.48757 -2.10221 -3.33857
C -3.89412 -0.78289 -3.19561
C -4.93876 -0.26795 -3.94871
C -5.58518 -1.08861 -4.86394
S -3.02067 0.26140 -2.06212
O -3.77898 1.51910 -2.05937
O -1.68232 0.39797 -2.63375
N -2.86013 -0.36996 -0.66369
C -3.78142 -1.13409 0.03134
C -5.09497 -1.40196 -0.32078
C -5.91950 -2.22990 0.47112
C -5.47496 -2.77586 1.63805
C -4.15135 -2.50005 2.06584
C -3.62335 -2.99356 3.28209
C -2.34203 -2.70419 3.63871
C -1.55115 -1.93173 2.75998
N -2.00413 -1.45598 1.62830
C -3.29621 -1.70416 1.27069
H -5.23606 -4.06487 -6.41487
H -6.32507 -2.73441 -6.84003
H -6.74048 -3.83744 -5.52735
H -3.83438 -3.94152 -4.36887
H -2.66789 -2.49657 -2.73999
H -5.22909 0.76785 -3.81076
H -6.40376 -0.69330 -5.45757
H -5.50148 -0.96550 -1.22214
H -6.93169 -2.42854 0.13540
H -6.11254 -3.40957 2.24543
H -4.26110 -3.59179 3.92483
H -1.92152 -3.05100 4.57261
H -0.52251 -1.68275 3.00911
S 5.68056 -4.17089 1.23271
C 4.33804 -4.26637 0.27325
N 3.38723 -4.33087 -0.40629
O 3.43762 0.79950 0.31091
N 4.21990 0.40509 1.24865
C 4.01693 -0.79362 1.84749
C 4.86726 -1.25301 2.82795
C 5.94436 -0.48453 3.23301
C 6.13426 0.74603 2.62037
C 5.26738 1.17198 1.63886
H 3.16509 -1.34313 1.48068
H 4.68497 -2.23211 3.24700
H 6.62104 -0.83769 3.99941
H 6.95728 1.39023 2.90060
H 5.34480 2.11366 1.11895
```

Summary:
Max |F| ... 0.0245 Eh/bohr
Spin multiplicity ... 2
Calculated total energy ... -112299.93631 eV
Net charge ... -2
<S²> ... 0.767
Relative energy (zero: lowest compared OMol25 entry of this formula, charge and spin) ... 0.0 kcal/mol
Highest occupied orbital energy (spin up / spin down) ... -1.00 / -2.17 eV